(1)
Molecular formula: C25H27CoN5O2S
Method: DFT, ωB97M-V with the def2-TZVPD basis set

Calculated values
- DFT total energy (eV) = -86369.2742
- Kohn-Sham gap (spin up / spin down) (eV) = 7.5 / 7.6
- expectation value of S² = 0.76
- HOMO level (spin up / spin down) (eV) = -6.83 / -6.89
- net charge = 0
- E_LUMO (spin up / spin down) (Eh) = 0.024 / 0.024
- multiplicity = 2

Atoms and positions in Å:
Co -0.202 -0.191 -0.202
C -0.911 0.098 2.798
C -1.506 1.474 2.480
C -2.263 1.624 1.177
C -3.510 2.244 1.216
C -4.189 2.530 0.045
C -3.596 2.185 -1.159
C -2.369 1.552 -1.119
N -1.709 1.277 0.008
N 0.353 -0.189 2.127
C 1.468 0.636 2.627
C 1.829 1.915 1.893
C 2.799 2.750 2.446
C 3.080 3.954 1.828
C 2.371 4.296 0.688
C 1.448 3.392 0.194
N 1.201 2.215 0.770
C 0.720 -1.596 2.236
C 1.705 -1.959 1.155
C 2.669 -2.937 1.339
C 3.533 -3.242 0.300
C 3.399 -2.551 -0.894
C 2.409 -1.589 -0.999
N 1.581 -1.290 0.002
H -1.625 -0.657 2.470
H -0.779 0.031 3.891
H -0.720 2.233 2.497
H -2.200 1.714 3.286
H -3.939 2.519 2.170
H -5.147 3.031 0.068
H -4.066 2.405 -2.106
H -1.871 1.268 -2.038
H 2.371 0.020 2.625
H 1.277 0.909 3.675
H 3.311 2.454 3.353
H 3.831 4.621 2.230
H 2.523 5.246 0.194
H 0.878 3.612 -0.699
H -0.175 -2.200 2.080
H 1.130 -1.832 3.229
H 2.746 -3.454 2.287
H 4.301 -3.994 0.420
H 4.056 -2.743 -1.730
H 2.278 -1.017 -1.906
O -0.553 -1.377 -2.054
N -0.660 -0.928 -3.272
C -1.420 -1.603 -4.159
C -1.541 -1.202 -5.466
C -0.849 -0.067 -5.888
C -0.096 0.633 -4.974
C 0.003 0.216 -3.638
S 0.884 1.052 -2.443
H -1.903 -2.484 -3.765
H -2.161 -1.774 -6.140
H -0.905 0.254 -6.920
H 0.448 1.524 -5.248
C -1.797 -2.717 0.161
O -1.589 -1.383 0.458
H -2.837 -2.887 -0.161
H -1.633 -3.370 1.045
H -1.143 -3.087 -0.639

Mulliken population analysis, charges in e, atoms 1 to 4: 0.42, -1.06, -1.16, 0.96

(2)
Molecular formula: C25H27IrN11O2Se
Method: DFT, ωB97M-V with the def2-TZVPD basis set

Calculated values
- DFT total energy (eV) = -114991.0138
- Kohn-Sham gap (spin up / spin down) (eV) = 7.0 / 5.4
- expectation value of S² = 0.75
- HOMO level (spin up / spin down) (eV) = -19.75 / -19.73
- net charge = +4
- E_LUMO (spin up / spin down) (Eh) = -0.470 / -0.528
- multiplicity = 2

Atoms and positions in Å:
Ir 0.445 -0.241 0.277
C 2.652 -2.128 -0.101
N 1.840 -1.536 1.005
C 1.049 -2.645 1.673
C 0.063 -1.971 2.572
C -0.357 -2.425 3.802
C -1.234 -1.638 4.545
C -1.644 -0.409 4.046
C -1.199 -0.007 2.804
N -0.376 -0.787 2.078
C 2.738 -0.875 2.035
C 2.459 0.596 2.164
C 3.243 1.401 2.966
C 2.936 2.749 3.084
C 1.842 3.256 2.394
C 1.098 2.412 1.601
N 1.408 1.104 1.479
C 1.709 -2.529 -1.189
C 2.037 -3.511 -2.096
C 1.144 -3.816 -3.116
C -0.056 -3.132 -3.172
C -0.335 -2.172 -2.218
N 0.526 -1.860 -1.235
H 3.205 -2.978 0.303
H 3.370 -1.387 -0.450
H 1.736 -3.303 2.205
H 0.546 -3.220 0.895
H -0.001 -3.375 4.181
H -1.578 -1.977 5.515
H -2.308 0.232 4.611
H -1.497 0.929 2.351
H 3.775 -1.053 1.752
H 2.583 -1.358 3.000
H 4.088 0.974 3.493
H 3.541 3.394 3.709
H 1.564 4.298 2.471
H 0.228 2.741 1.053
H 2.983 -4.030 -2.011
H 1.382 -4.581 -3.844
H -0.787 -3.338 -3.942
H -1.272 -1.649 -2.244
N -1.715 3.070 -0.243
N -1.016 3.624 -1.323
C 0.097 3.097 -1.832
N 0.698 3.747 -2.808
N 0.512 1.882 -1.317
N 1.676 1.409 -1.685
O 1.946 0.297 -1.053
O 2.449 1.837 -2.483
H -2.616 2.741 -0.581
H -1.900 3.821 0.418
H -1.396 4.448 -1.776
H 0.376 4.662 -3.098
H 1.542 3.396 -3.238
Se -2.762 -1.558 0.677
N -1.724 -0.413 -0.323
C -2.484 0.010 -1.350
C -2.111 0.769 -2.493
C -3.058 1.074 -3.428
C -4.429 0.674 -3.324
C -4.827 -0.098 -2.290
C -3.858 -0.478 -1.304
N -4.148 -1.312 -0.329
H -1.082 1.028 -2.669
H -2.753 1.620 -4.313
H -5.125 0.966 -4.098
H -5.839 -0.466 -2.181

Mulliken population analysis, charges in e, atoms 1 to 4: 3.43, -1.55, -0.77, -1.43